Entry 1
Entry from OMol25: a structure of composition C16H32BNaO12 (the ωB97M-V functional and the def2-TZVPD basis).

XYZ file:
```
62
C16H32BNaO12 | OMol25 | the ωB97M-V functional and the def2-TZVPD basis
Na 9.36 -20.27 -15.29
O 6.89 -25.77 -18.97
C 7.10 -25.17 -20.00
O 6.67 -25.41 -21.17
B 7.52 -24.63 -22.13
O 8.08 -23.55 -21.31
C 7.97 -23.90 -20.00
O 8.43 -23.26 -19.04
O 6.77 -24.01 -23.27
C 7.26 -24.44 -24.42
O 6.86 -24.23 -25.55
C 8.49 -25.31 -24.09
O 8.60 -25.34 -22.80
O 9.33 -25.79 -24.83
C 4.94 -19.37 -19.21
C 6.20 -18.66 -18.72
C 6.11 -17.16 -18.98
O 6.33 -18.69 -17.31
H 4.03 -18.97 -18.77
H 5.07 -20.44 -19.00
H 5.03 -19.23 -20.28
H 7.07 -19.16 -19.14
H 6.97 -16.69 -18.50
H 5.28 -16.69 -18.44
H 6.03 -16.91 -20.04
H 5.46 -18.69 -16.90
C 13.68 -17.05 -16.83
C 13.35 -16.96 -15.38
C 13.86 -15.77 -14.58
O 11.93 -17.04 -15.24
H 14.70 -16.98 -17.18
H 13.29 -16.21 -17.41
H 13.21 -17.92 -17.28
H 13.77 -17.79 -14.81
H 14.92 -15.62 -14.81
H 13.74 -15.90 -13.50
H 13.35 -14.87 -14.91
H 11.52 -16.22 -14.95
C 6.48 -20.17 -11.86
C 7.21 -21.47 -11.61
C 6.65 -22.32 -10.52
O 7.23 -22.14 -12.82
H 5.41 -20.33 -12.02
H 6.88 -19.57 -12.67
H 6.45 -19.51 -10.99
H 8.25 -21.22 -11.40
H 7.04 -23.33 -10.51
H 5.56 -22.33 -10.57
H 6.93 -21.74 -9.63
H 6.89 -23.03 -12.73
C 12.37 -24.40 -12.15
C 13.16 -23.13 -12.51
C 14.70 -23.25 -12.68
O 12.66 -22.69 -13.80
H 12.58 -25.20 -12.85
H 11.29 -24.24 -12.13
H 12.70 -24.86 -11.21
H 12.92 -22.25 -11.91
H 15.11 -24.13 -13.16
H 15.17 -23.40 -11.71
H 15.03 -22.35 -13.20
H 12.77 -23.39 -14.44
```

As for the net charge: 0. The LUMO energy is -0.091 Eh. As for the frontier orbital gap: 6.0 eV.

***

Entry 2
Entry from OMol25: a structure of composition C16H32BNaO12 (the ωB97M-V functional and the def2-TZVPD basis).

XYZ file:
```
62
C16H32BNaO12 | OMol25 | the ωB97M-V functional and the def2-TZVPD basis
Na -0.67 0.53 -0.58
O 9.46 -3.02 1.80
C 8.77 -3.02 0.84
O 8.26 -1.95 0.29
B 7.43 -2.39 -0.81
O 7.73 -3.84 -1.04
C 8.46 -4.24 -0.06
O 9.02 -5.35 0.14
O 7.66 -1.69 -2.07
C 6.56 -1.07 -2.45
O 6.33 -0.47 -3.54
C 5.52 -1.25 -1.32
O 6.06 -2.09 -0.48
O 4.40 -0.77 -1.17
C -3.12 5.34 -4.17
C -3.41 3.97 -3.58
C -4.60 3.32 -4.26
O -2.29 3.22 -3.70
H -2.24 5.84 -3.76
H -3.95 6.04 -4.11
H -2.90 5.29 -5.23
H -3.59 4.12 -2.52
H -5.38 4.09 -4.30
H -4.92 2.38 -3.81
H -4.45 3.13 -5.33
H -2.02 2.97 -4.58
C 1.25 -5.43 -1.84
C 0.14 -4.97 -0.93
C 0.62 -4.69 0.53
O -0.45 -3.75 -1.38
H 0.98 -5.34 -2.89
H 1.60 -6.43 -1.59
H 2.04 -4.72 -1.57
H -0.67 -5.66 -1.16
H 1.38 -3.92 0.66
H 1.07 -5.61 0.90
H -0.23 -4.42 1.15
H -1.35 -3.98 -1.63
C -5.80 2.31 2.13
C -6.27 1.13 1.29
C -7.52 1.46 0.39
O -5.20 0.74 0.48
H -5.73 3.27 1.61
H -4.85 2.11 2.62
H -6.58 2.46 2.88
H -6.54 0.27 1.91
H -7.97 0.51 0.10
H -7.33 2.20 -0.39
H -8.25 1.99 1.00
H -5.45 -0.02 -0.05
C 2.73 1.62 4.00
C 1.23 1.40 4.34
C 0.90 1.79 5.83
O 0.55 2.23 3.44
H 3.48 1.08 4.58
H 3.04 2.66 4.02
H 2.99 1.41 2.96
H 1.00 0.36 4.13
H 1.03 2.86 6.03
H 1.38 1.16 6.58
H -0.17 1.69 6.01
H 0.80 3.13 3.64
```

As for the net charge: 0. The LUMO energy is -0.111 Eh. As for the frontier orbital gap: 5.4 eV.

***

Most stable = entry 1

***

Entry 1
Entry from OMol25: a cluster of 2 separate species, C5H7P in total (the ωB97M-V functional and the def2-TZVPD basis).

XYZ file:
```
13
C5H7P | OMol25 | the ωB97M-V functional and the def2-TZVPD basis
C -0.34 1.26 -1.08
C -0.20 0.92 0.28
C -0.11 0.22 -1.89
C 0.30 -0.38 0.48
C 0.53 -0.97 1.87
P 0.43 -1.28 -0.99
H -0.93 2.17 -1.46
H -0.12 1.77 1.07
H -0.02 0.43 -2.98
H 0.22 -0.23 2.68
H 1.67 -1.12 1.84
H 0.13 -1.88 2.09
H -1.56 -0.92 -1.91
```

As for the net charge: 0. The LUMO energy is -0.026 Eh. As for the frontier orbital gap: 7.6 eV.

***

Entry 2
Entry from OMol25: a structure of composition C5H7P (the ωB97M-V functional and the def2-TZVPD basis).

XYZ file:
```
13
C5H7P | OMol25 | the ωB97M-V functional and the def2-TZVPD basis
C -1.29 -0.79 0.19
C -0.10 -1.40 -0.12
C -0.73 0.45 -0.31
C -1.06 1.67 0.02
C 0.51 -0.30 -0.87
P 2.06 0.32 0.03
H -2.13 -1.05 0.89
H 0.43 -2.32 0.26
H -0.59 2.64 -0.39
H -1.76 1.85 0.86
H 0.62 -0.28 -1.94
H 2.72 -0.99 0.07
H 1.32 0.20 1.31
```

As for the net charge: 0. The LUMO energy is 0.040 Eh. As for the frontier orbital gap: 9.6 eV.

***

Most stable = entry 2

***

Entry 1
Entry from OMol25: the molecule C4H9NO3S (the ωB97M-V functional and the def2-TZVPD basis).

XYZ file:
```
18
C4H9NO3S | OMol25 | the ωB97M-V functional and the def2-TZVPD basis
C -0.03 1.92 -0.73
C -0.06 0.74 1.61
C 1.35 -0.26 -0.34
C 0.02 0.52 0.01
N -1.08 -2.74 -0.61
O -1.04 -3.77 -0.06
O -1.69 -1.56 0.26
O -0.76 -2.40 -1.69
S -1.59 -0.24 -0.48
H -1.05 2.33 -0.77
H 0.85 2.58 -0.36
H -0.02 1.89 -1.86
H 0.13 -0.21 2.19
H -1.00 1.28 1.98
H 0.79 1.33 2.05
H 1.72 -0.92 0.52
H 1.27 -0.91 -1.23
H 2.19 0.41 -0.52
```

As for the net charge: 0. The LUMO energy is 0.018 Eh. As for the frontier orbital gap: 9.5 eV.

***

Entry 2
Entry from OMol25: a cluster of 2 separate species, C4H9NO3S in total (the ωB97M-V functional and the def2-TZVPD basis).

XYZ file:
```
18
C4H9NO3S | OMol25 | the ωB97M-V functional and the def2-TZVPD basis
C -1.37 -1.99 -0.52
C -0.82 -1.16 0.46
C -0.50 1.78 -0.80
C 0.53 -0.66 0.37
N 0.73 1.14 -0.49
O 2.74 -0.25 1.68
O 0.60 0.97 2.41
O 0.98 -1.45 2.75
S 1.16 -0.28 1.96
H -2.37 -2.43 -0.54
H -0.76 -2.25 -1.42
H -1.43 -1.01 1.36
H -0.24 2.76 -1.00
H -0.91 1.41 -1.75
H -1.17 1.71 0.03
H 1.25 -1.24 -0.14
H 3.07 -0.59 2.50
H 1.14 1.64 0.39
```

As for the net charge: 0. The LUMO energy (alpha / beta) is -0.003 / -0.003 Eh. As for the frontier orbital gap (alpha / beta): 9.0 / 9.0 eV.

***

Most stable = entry 2